Entry 1:
The following is a quantum chemistry calculation of C4H6CdO as an isolated structure at a distorted geometry, from the OMol25 dataset.

Summary:
- LUMO (spin up / spin down) (hartree) = -0.1385 / -0.2483
- energy relative to the best compared isomer or geometry (same formula, charge and spin) (kcal/mol) = 0.0
- 2S+1 = 2
- HOMO (spin up / spin down) (hartree) = -0.4881 / -0.5173
- total charge = +1
- M (Da) = 182.50

Positions of all 12 atoms, in Å:
1 H 0.583 1.409 1.477
2 C 1.584 -0.463 1.059
3 C 0.557 0.380 1.056
4 C -0.659 0.285 0.229
5 H 2.443 -0.296 1.710
6 H 1.542 -1.400 0.500
7 H -1.610 0.241 0.768
8 C -0.729 0.719 -1.205
9 O -0.614 -0.673 -0.892
10 Cd -1.576 -2.355 -1.423
11 H -1.692 1.010 -1.629
12 H 0.172 1.144 -1.650

---

Entry 2:
The following is a quantum chemistry calculation of a 2-piece molecular cluster, C4H6Cl2 overall at a distorted geometry, from the OMol25 dataset.

Summary:
- LUMO (hartree) = 0.0259
- energy relative to the best compared isomer or geometry (same formula, charge and spin) (kcal/mol) = 61.6
- HOMO (hartree) = -0.3229
- M (Da) = 125.00

Positions of all 12 atoms, in Å:
1 C 1.332 -0.035 -1.153
2 C 0.549 0.064 -0.122
3 C 0.639 0.044 1.338
4 C -1.644 -0.015 -0.585
5 Cl -2.265 -1.451 0.146
6 Cl -2.286 1.456 0.074
7 H 0.984 -0.057 -2.169
8 H 2.407 -0.083 -1.018
9 H 0.817 1.046 1.728
10 H 1.450 -0.611 1.661
11 H -0.288 -0.330 1.769
12 H -1.695 -0.028 -1.669